No. 1
# C39H31N6O4Ru

A structure of composition C39H31N6O4Ru in a non-equilibrium geometry (ωB97M-V/def2-TZVPD, OMol25).

- HOMO-LUMO gap (spin up / spin down): 6.9 / 6.0 eV
- Molar mass: 748.785 g mol⁻¹
- Energy relative to the best compared isomer or geometry (same formula, charge and spin): 29.4 kJ/mol
- <S²>: 0.757

```
! wB97M-V def2-TZVPD RIJCOSX def2/J DEFGRID3
* xyz 0 2
Ru 0.51300 -0.39742 -0.35112
O -2.51369 2.23079 5.19088
C -3.03187 2.24095 4.05785
O -4.10276 2.72349 3.64441
C -2.23146 1.47511 2.99120
C -0.99465 0.91033 3.30911
C -0.25555 0.29911 2.32494
N -0.72138 0.24265 1.06950
C -1.91624 0.74341 0.73638
C -2.69851 1.36632 1.68420
C -2.20277 0.60116 -0.71575
C -3.45113 0.82605 -1.25908
C -3.61662 0.68679 -2.63124
C -2.52637 0.35137 -3.41202
C -1.30819 0.12849 -2.79217
N -1.14958 0.23140 -1.47608
C 1.09630 -0.33304 2.48460
C 1.71095 -0.44862 3.71354
C 2.95597 -1.05970 3.78725
C 3.53582 -1.55596 2.63482
C 2.85677 -1.41802 1.43452
N 1.67805 -0.80289 1.35543
H -0.66608 1.02063 4.33480
H -3.65574 1.82494 1.46927
H -4.27677 1.09684 -0.61650
H -4.58911 0.84389 -3.07841
H -2.60164 0.25495 -4.48588
H -0.41864 -0.12009 -3.35474
H 1.22377 -0.06332 4.59763
H 3.45995 -1.14596 4.74069
H 4.49642 -2.05089 2.65061
H 3.26034 -1.80912 0.50972
C 2.75189 2.57454 1.96131
C 1.41865 3.10037 1.49629
C 0.79174 4.07897 2.25832
C -0.37536 4.68828 1.82457
C -0.87644 4.37187 0.57672
C -0.27507 3.39373 -0.21233
C -0.76715 3.20416 -1.62631
C 0.82111 2.69559 0.29241
N 1.31851 1.52390 -0.39686
C 2.54526 1.66951 -0.93887
O 3.24566 2.67298 -0.99375
C 3.04473 0.39087 -1.55333
C 4.31546 0.19244 -2.06617
C 4.63601 -1.06361 -2.56234
C 3.69499 -2.09140 -2.52909
C 2.45152 -1.81500 -2.00076
N 2.15294 -0.59116 -1.55546
C 1.34054 -2.81986 -1.81373
O 1.44866 -3.95753 -2.23982
N 0.28459 -2.25083 -1.18038
C -0.98426 -2.92100 -1.16495
C -1.62003 -3.26692 -2.37146
C -0.94029 -3.18587 -3.71120
C -2.92339 -3.74700 -2.32488
C -3.58685 -3.91800 -1.12039
C -2.92743 -3.63739 0.06083
C -1.62341 -3.14874 0.06072
C -0.94868 -2.94744 1.39337
H 2.84254 2.65753 3.04482
H 3.54975 3.15997 1.50052
H 2.93170 1.54183 1.67222
H 1.22829 4.36409 3.20842
H -0.87227 5.42227 2.44474
H -1.74710 4.89376 0.19558
H -0.60026 4.12776 -2.18403
H -1.83835 2.99561 -1.67097
H -0.22877 2.41172 -2.13673
H 5.00400 1.02577 -2.05086
H 5.62409 -1.24911 -2.96340
H 3.89361 -3.09213 -2.88702
H -0.31274 -2.29980 -3.81505
H -1.68191 -3.18019 -4.51020
H -0.28037 -4.04050 -3.85430
H -3.41767 -4.00039 -3.25551
H -4.60168 -4.29379 -1.10473
H -3.41893 -3.81165 1.01114
H -1.21223 -3.76756 2.06200
H -1.26907 -2.02555 1.88153
H 0.13488 -2.92875 1.30104
*
```

No. 2
# C39H32As2CaClF3NO2S4Sb

A structure of composition C39H32As2CaClF3NO2S4Sb in a non-equilibrium geometry (ωB97M-V/def2-TZVPD, OMol25).

- HOMO-LUMO gap: 5.1 eV
- Molar mass: 1079.087 g mol⁻¹
- Energy relative to the best compared isomer or geometry (same formula, charge and spin): 89.1 kJ/mol

```
! wB97M-V def2-TZVPD RIJCOSX def2/J DEFGRID3
* xyz -2 1
Ca 0.49366 -2.78136 0.25179
C -1.95948 1.12055 1.63839
C -2.42382 1.52567 0.24027
As -1.19671 1.05784 -1.22825
C -2.26704 1.99627 -2.59671
C -1.92266 3.20716 -3.18926
C -2.75110 3.79167 -4.14129
C -3.93733 3.17566 -4.51206
C -4.28696 1.96135 -3.93442
C -3.45376 1.37596 -2.99281
C 0.17113 2.43822 -0.98957
C 1.35531 2.28286 -1.71011
C 2.36193 3.23473 -1.64096
C 2.20510 4.35404 -0.83319
C 1.04359 4.50553 -0.08918
C 0.03465 3.55132 -0.16583
As -1.21155 -0.74024 1.85495
C -1.07879 -0.64050 3.79553
C 0.03864 -1.24510 4.36594
C 0.23139 -1.21649 5.74068
C -0.69059 -0.57858 6.55662
C -1.80990 0.02838 5.99650
C -2.00305 -0.00209 4.62217
C -2.93799 -1.60731 1.52728
C -3.80218 -2.03234 2.53037
C -5.00700 -2.64157 2.20709
C -5.35997 -2.84160 0.87877
C -4.49213 -2.44350 -0.12774
C -3.28637 -1.83515 0.19643
H -2.80279 1.20574 2.32117
H -1.17642 1.79398 1.99828
H -2.63426 2.59599 0.18259
H -3.35530 1.00952 -0.00121
H -1.00098 3.70264 -2.90798
H -2.46519 4.73409 -4.59367
H -4.58527 3.63705 -5.24757
H -5.20595 1.46585 -4.22361
H -3.72351 0.41630 -2.56222
H 1.49321 1.39885 -2.32374
H 3.27851 3.09386 -2.20061
H 2.99626 5.09029 -0.76500
H 0.91841 5.36772 0.55508
H -0.86723 3.69626 0.41569
H 0.75859 -1.77972 3.75587
H 1.09279 -1.73274 6.14651
H -0.55110 -0.56540 7.63193
H -2.54140 0.51705 6.63026
H -2.89175 0.45969 4.21099
H -3.51625 -1.92383 3.56854
H -5.66116 -2.98473 2.99987
H -6.29410 -3.33100 0.63003
H -4.73857 -2.62989 -1.16649
H -2.59415 -1.57133 -0.59827
S 1.31287 -7.14510 3.12146
Sb 1.48271 -4.90352 2.69106
S -0.69527 -3.94995 2.29707
S 2.51839 -4.46766 0.57532
S 2.60591 -3.75075 4.33786
F 6.61888 1.69123 1.11270
C 5.45107 1.96222 0.49371
F 5.69939 1.87520 -0.83247
F 5.16843 3.25324 0.74872
C 4.36056 1.02656 0.92117
C 4.56430 -0.33749 0.81146
C 3.54026 -1.19207 1.19248
N 2.36890 -0.74958 1.64915
C 2.19647 0.56006 1.76874
C 3.15893 1.49700 1.41927
H 5.49963 -0.73824 0.44239
H 3.64474 -2.27191 1.12923
H 1.23984 0.88697 2.16554
H 2.96672 2.55560 1.51827
Cl 4.13215 -2.28121 -7.02883
C 3.17520 -2.15841 -5.56925
C 3.72826 -1.56650 -4.44614
C 2.96039 -1.46851 -3.29526
C 1.66159 -1.96154 -3.27159
C 1.13061 -2.55979 -4.40560
C 1.88332 -2.65809 -5.56630
C 0.84420 -1.85784 -2.00785
O -0.25478 -2.46926 -1.94268
O 1.34317 -1.20956 -1.04912
H 4.74380 -1.19450 -4.47438
H 3.35606 -1.01459 -2.39539
H 0.12247 -2.95022 -4.36018
H 1.48142 -3.11940 -6.45836
*
```

No. 3
# C39H32BiBrN9

A structure of composition C39H32BiBrN9 (ωB97M-V/def2-TZVPD, OMol25).

- HOMO-LUMO gap: 6.3 eV
- Molar mass: 915.632 g mol⁻¹
- Energy relative to the best compared isomer or geometry (same formula, charge and spin): 0.0 kJ/mol

```
! wB97M-V def2-TZVPD RIJCOSX def2/J DEFGRID3
* xyz 1 1
Bi 0.15018 0.57507 0.04735
C 0.12369 1.44462 3.76213
N 0.31099 0.10070 3.24367
C -0.75287 -0.82015 3.58798
C -1.93481 -0.69823 2.66938
N -1.87501 -0.57006 1.36700
C -3.19420 -0.63450 0.91667
C -3.71866 -0.52458 -0.37111
C -5.08903 -0.59968 -0.50628
C -5.93268 -0.77763 0.60339
C -5.42801 -0.88335 1.88322
C -4.04490 -0.80881 2.00827
N -3.20833 -0.83656 3.11452
C 1.14051 2.38904 3.19537
N 2.02479 2.09426 2.28258
C 2.70835 3.28472 2.04566
C 3.73452 3.55835 1.14354
C 4.21884 4.85043 1.09420
C 3.70085 5.85627 1.92533
C 2.68663 5.60014 2.82803
C 2.20538 4.29651 2.86760
N 1.21157 3.68437 3.61157
H 0.17838 1.48773 4.86026
H -0.87727 1.79128 3.48230
H 1.20549 -0.27020 3.53355
H -1.10074 -0.73382 4.62776
H -0.36257 -1.83448 3.47523
H -3.07376 -0.38483 -1.22778
H -5.52880 -0.52159 -1.49139
H -7.00185 -0.83164 0.45009
H -6.07638 -1.01855 2.73845
H -3.47954 -0.99804 4.06919
H 4.13660 2.77768 0.50938
H 5.01566 5.09760 0.40567
H 4.10909 6.85576 1.85925
H 2.29447 6.37766 3.47014
H 0.60134 4.12636 4.27682
C -2.58747 4.62569 3.04723
C -3.21520 3.40558 2.84032
C -2.86077 2.60267 1.76310
C -1.86092 3.00572 0.88298
C -1.23680 4.23731 1.09334
C -1.60219 5.04208 2.16003
N -1.45006 2.19798 -0.21527
C -1.51577 2.77847 -1.44048
C -2.56006 3.66837 -1.80978
C -2.63183 4.17062 -3.07745
C -1.66797 3.85415 -4.06336
C -0.62220 3.04755 -3.73356
C -0.52771 2.52422 -2.42374
N 0.56380 1.81300 -1.98381
N 1.55436 1.69025 -2.74102
C 2.61795 0.94030 -2.20048
C 3.80776 0.91667 -2.91487
C 4.86537 0.19210 -2.39720
C 4.70149 -0.48173 -1.19362
C 3.47615 -0.40395 -0.55650
N 2.45308 0.28765 -1.05435
H -2.88147 5.25820 3.87457
H -4.00818 3.08491 3.50494
H -3.39368 1.68596 1.57401
H -0.45994 4.55938 0.40897
H -1.11308 5.99841 2.29797
H -3.31751 3.90878 -1.07610
H -3.45983 4.81668 -3.34099
H -1.76434 4.25423 -5.06248
H 0.14960 2.79666 -4.44745
H 3.87591 1.46314 -3.84437
H 5.80885 0.15191 -2.92458
H 5.50347 -1.05906 -0.75730
H 3.30103 -0.90937 0.38618
Br -1.29589 -4.75051 -4.17446
C -0.94884 -3.25372 -3.07824
C -0.89263 -3.40927 -1.70408
C -0.64783 -2.29891 -0.90789
C -0.44901 -1.03286 -1.45804
C -0.49637 -0.91283 -2.84568
C -0.75302 -2.01103 -3.65650
H -1.04536 -4.38312 -1.25934
H -0.62716 -2.44073 0.16566
H -0.35240 0.03709 -3.34200
H -0.80050 -1.89805 -4.73104
*
```